Model i:
This record from OMol25 describes 2 unconnected molecules or ions with the total composition C7H18N2. The level of theory is ωB97M-V/def2-TZVPD.

Output
molar mass: 130.2 g mol⁻¹
SMILES: C[C@H](N)N(C)C.C=CC
LUMO level: 0.877 eV

Positions of all 27 atoms, in Å:
1 N 0.023 -0.401 0.270
2 N -1.867 1.127 -0.331
3 C -1.244 0.500 0.754
4 C -0.400 -1.390 -0.719
5 C -2.218 -0.269 1.637
6 C 2.422 0.032 -1.221
7 C 0.700 1.853 -1.367
8 C 0.657 -1.053 1.414
9 C 1.381 0.914 -0.568
10 H -1.046 1.525 -0.958
11 H 0.610 2.859 -0.973
12 H 0.436 -2.038 -0.981
13 H -0.712 1.256 1.344
14 H 1.718 1.284 0.399
15 H 3.361 0.582 -1.287
16 H -2.666 -1.103 1.096
17 H 2.612 -0.880 -0.654
18 H -1.751 -0.642 2.546
19 H 0.828 1.769 -2.442
20 H -2.485 0.498 -0.834
21 H 0.041 -1.853 1.832
22 H -0.742 -0.869 -1.612
23 H -1.196 -2.044 -0.345
24 H 2.109 -0.255 -2.224
25 H -3.018 0.413 1.922
26 H 0.846 -0.312 2.188
27 H 1.602 -1.505 1.114



Model ii:
This record from OMol25 describes 3 unconnected molecules or ions with the total composition C7H18N2. The level of theory is ωB97M-V/def2-TZVPD.

Output
molar mass: 130.2 g mol⁻¹
SMILES: [H]/N=C\C.C=C(C)C.CN
LUMO level: 0.880 eV

Positions of all 27 atoms, in Å:
1 N -1.817 1.121 1.162
2 N -0.414 -1.290 1.028
3 C 2.049 1.413 0.592
4 C -2.269 0.056 0.595
5 C 1.757 0.902 -0.786
6 C -0.431 -2.639 1.568
7 C 1.045 1.870 -1.683
8 C -2.411 -0.198 -0.875
9 C 2.102 -0.314 -1.187
10 H 1.114 1.603 1.123
11 H -0.324 -0.535 1.751
12 H 0.520 -2.945 2.023
13 H 1.888 -0.669 -2.183
14 H -3.460 -0.118 -1.159
15 H 0.147 2.247 -1.195
16 H -1.819 0.506 -1.457
17 H -1.488 1.823 0.498
18 H -2.873 -0.595 1.228
19 H 2.639 0.700 1.165
20 H 1.686 2.729 -1.891
21 H 0.310 -1.174 0.324
22 H 2.595 2.356 0.541
23 H -1.217 -2.710 2.319
24 H 0.769 1.409 -2.629
25 H -0.660 -3.343 0.766
26 H -2.071 -1.208 -1.098
27 H 2.634 -0.997 -0.542



Model iii:
This record from OMol25 describes 2 unconnected molecules or ions with the total composition C7H18N2. The level of theory is ωB97M-V/def2-TZVPD.

Output
molar mass: 130.2 g mol⁻¹
SMILES: C=CN(C)C(C)C.CN
LUMO level: 0.962 eV

Positions of all 27 atoms, in Å:
1 N 1.259 0.699 1.729
2 N -0.203 -0.129 -0.336
3 C 2.475 -0.031 2.016
4 C 2.004 0.545 -1.297
5 C 0.202 -1.525 -0.449
6 C -2.455 -0.941 -1.213
7 C -2.247 1.083 0.265
8 C 0.784 0.796 -0.792
9 C -1.561 0.228 -0.805
10 H -1.648 1.963 0.492
11 H 0.422 1.815 -0.768
12 H -1.997 -1.521 -2.011
13 H 3.084 -0.017 1.100
14 H 2.239 -1.077 2.239
15 H 0.199 0.152 1.734
16 H -2.377 0.495 1.170
17 H -3.223 1.407 -0.087
18 H 3.028 0.341 2.894
19 H 2.476 -0.422 -1.242
20 H -0.564 -2.165 -0.022
21 H -2.702 -1.572 -0.361
22 H 1.401 1.705 1.796
23 H -3.373 -0.547 -1.647
24 H -1.464 0.852 -1.704
25 H 1.147 -1.631 0.080
26 H 2.731 1.340 -1.299
27 H 0.362 -1.844 -1.480



Which one sits at the bottom of the stability order? model i does.



Model i:
This record from OMol25 describes 17 unconnected molecules or ions with the total composition H33O17. The level of theory is ωB97M-V/def2-TZVPD.

Output
molar mass: 305.2 g mol⁻¹
LUMO level: 2.147 eV
total charge: -1

Positions of all 50 atoms, in Å:
1 O -4.482 0.737 1.887
2 O -1.920 2.612 1.622
3 O -2.098 1.536 -2.476
4 O 2.461 -2.859 1.608
5 O -0.735 0.875 0.324
6 O -0.426 -0.286 -5.354
7 O -0.538 -3.985 -3.609
8 O 2.511 4.326 -1.847
9 O 0.835 1.286 -1.988
10 O 1.282 -1.472 -0.988
11 O -2.614 -0.546 -0.398
12 O 4.711 2.083 2.951
13 O 5.105 -0.096 0.079
14 O 0.536 -1.272 1.483
15 O -2.171 -1.255 5.281
16 O -0.379 0.702 3.446
17 O -1.785 -3.223 -1.582
18 H -0.072 1.433 0.518
19 H 5.069 0.394 0.963
20 H 0.963 -0.400 1.271
21 H 1.889 -1.932 -0.516
22 H 2.294 -3.456 0.901
23 H -1.066 -2.660 -1.211
24 H 3.907 1.537 3.178
25 H -1.939 0.103 -0.302
26 H -1.908 2.278 -1.915
27 H 1.267 -0.479 -0.911
28 H -0.712 -3.800 -2.667
29 H -2.452 -0.506 -1.353
30 H 1.631 -2.590 1.995
31 H 0.098 0.250 -5.859
32 H -0.031 1.171 -1.510
33 H -0.767 0.234 -4.713
34 H 0.542 1.528 -2.820
35 H -4.869 -0.073 2.146
36 H -0.259 0.440 2.618
37 H -2.276 1.711 1.271
38 H -3.725 0.550 1.324
39 H 1.898 3.925 -1.328
40 H -1.375 -1.025 4.772
41 H 5.246 -1.237 0.393
42 H -2.880 -1.543 4.664
43 H -2.701 1.967 -3.217
44 H -1.061 2.783 1.065
45 H 4.425 3.061 3.106
46 H -0.647 -3.050 -4.203
47 H 3.413 3.963 -1.888
48 H -1.398 0.801 3.478
49 H -0.372 -1.040 1.143
50 H -2.425 -3.497 -0.828



Model ii:
This record from OMol25 describes 17 unconnected molecules or ions with the total composition H33O17. The level of theory is ωB97M-V/def2-TZVPD.

Output
molar mass: 305.2 g mol⁻¹
LUMO level: 2.202 eV
total charge: -1

Positions of all 50 atoms, in Å:
1 O -2.384 2.545 -1.421
2 O -2.033 -3.870 -2.197
3 O 3.725 -5.117 -0.845
4 O 2.566 2.140 -1.416
5 O 2.383 -0.263 4.315
6 O -3.342 4.936 0.010
7 O 1.688 -3.637 0.233
8 O 2.465 -0.699 0.077
9 O -1.727 3.359 1.995
10 O 0.263 3.095 -0.219
11 O -1.802 -0.936 2.079
12 O -0.107 0.789 0.958
13 O 0.392 -3.311 -4.166
14 O -0.008 -5.244 -1.260
15 O -0.671 1.054 -3.069
16 O 2.774 3.964 3.133
17 O -4.459 1.068 1.388
18 H -0.855 0.941 1.515
19 H 1.940 0.138 3.583
20 H 0.884 3.450 0.420
21 H -1.448 -3.202 -1.876
22 H 3.167 -0.760 4.379
23 H -0.371 1.714 -2.402
24 H 1.999 -2.682 -0.091
25 H 0.760 -4.688 -1.392
26 H 0.620 -5.978 -1.413
27 H 0.868 -3.352 0.663
28 H 3.854 -4.453 -0.208
29 H -3.277 4.668 0.949
30 H -2.074 1.921 -0.751
31 H -2.402 3.339 -0.844
32 H 3.033 -0.691 0.838
33 H 3.578 4.427 2.858
34 H 2.622 3.554 2.293
35 H -4.285 4.769 -0.049
36 H -3.818 1.570 0.930
37 H -1.317 0.953 -2.315
38 H -1.105 -0.282 1.611
39 H -0.003 2.204 0.116
40 H 1.956 0.080 -0.064
41 H 1.534 2.198 -1.096
42 H 2.998 -5.345 -1.389
43 H -0.786 3.259 2.185
44 H -4.224 0.414 2.071
45 H -1.051 -1.561 2.045
46 H -1.774 4.234 2.472
47 H 0.163 -4.107 -3.732
48 H -2.938 -3.672 -2.329
49 H 2.826 1.221 -1.197
50 H 1.231 -3.059 -4.568



Model iii:
This record from OMol25 describes 17 unconnected molecules or ions with the total composition H33O17. The level of theory is ωB97M-V/def2-TZVPD.

Output
molar mass: 305.2 g mol⁻¹
LUMO level: 2.631 eV
total charge: -1

Positions of all 50 atoms, in Å:
1 O -1.918 3.899 -0.186
2 O -1.452 0.490 -3.259
3 O -2.095 -1.254 1.876
4 O -0.052 1.369 2.800
5 O 0.777 -1.813 -1.754
6 O -0.015 -2.925 1.915
7 O 1.846 -0.972 1.769
8 O -0.809 -4.018 -0.661
9 O -0.943 3.929 2.599
10 O -1.105 -0.677 -0.348
11 O 2.673 1.365 -1.211
12 O -2.757 1.333 -0.612
13 O 0.279 1.477 0.177
14 O 3.962 -0.378 0.322
15 O -3.444 1.494 2.281
16 O 2.355 -0.029 -3.546
17 O 3.579 -2.327 -2.039
18 H 0.724 -2.451 1.495
19 H -2.550 -2.048 1.535
20 H 0.272 1.270 1.858
21 H -1.674 -1.149 -0.969
22 H 4.894 -0.544 0.468
23 H 2.443 1.057 -2.099
24 H 1.913 -0.824 -3.231
25 H 2.548 -1.576 1.517
26 H -2.204 3.012 -0.472
27 H -1.267 0.115 -2.354
28 H 3.745 -1.887 -1.195
29 H -1.837 1.368 -3.274
30 H -2.711 4.426 -0.100
31 H 1.746 0.455 -4.129
32 H 2.685 -2.619 -1.790
33 H 3.886 0.543 0.018
34 H 0.449 -2.708 -1.583
35 H -2.611 1.151 2.625
36 H -0.175 -4.699 -0.901
37 H -0.469 -3.547 0.127
38 H -0.902 2.965 2.739
39 H 0.010 0.585 -0.213
40 H -3.300 1.213 0.178
41 H 1.858 1.490 -0.678
42 H -2.106 0.543 -0.505
43 H 0.198 -1.302 -1.134
44 H -1.642 -0.985 0.921
45 H -0.329 0.465 2.983
46 H -4.090 0.965 2.772
47 H -0.483 2.061 0.200
48 H -0.731 -2.225 1.941
49 H 1.925 -0.068 1.476
50 H -1.095 3.988 1.651



Which one sits at the bottom of the stability order? model i does.



Model i:
This record from OMol25 describes C3H5NO3 in the gas phase. The level of theory is ωB97M-V/def2-TZVPD.

Output
molar mass: 103.1 g mol⁻¹
SMILES: CC(=O)NC(=O)O
LUMO level: 0.420 eV

Positions of all 12 atoms, in Å:
1 O -0.978 -1.555 0.578
2 O -0.137 -2.195 -1.376
3 O 1.618 1.274 0.976
4 N 0.807 -0.369 -0.347
5 C -0.721 1.355 0.527
6 C 0.655 0.783 0.444
7 C -0.187 -1.387 -0.293
8 H -1.178 1.014 1.454
9 H -0.623 2.434 0.646
10 H 1.735 -0.763 -0.230
11 H 0.376 -1.745 -2.061
12 H -1.367 1.155 -0.319



Model ii:
This record from OMol25 describes C3H5NO3 in the gas phase. The level of theory is ωB97M-V/def2-TZVPD.

Output
molar mass: 103.1 g mol⁻¹
SMILES: C/C(=N/O)C(=O)O
LUMO level: 0.773 eV

Positions of all 12 atoms, in Å:
1 O 0.540 1.472 -1.245
2 O -0.601 1.463 0.606
3 O -1.847 -1.064 0.423
4 N -0.490 -1.476 0.107
5 C 0.410 -0.518 -0.010
6 C 1.922 -0.805 0.168
7 C 0.139 0.921 -0.217
8 H 2.078 -1.948 0.369
9 H -2.328 -1.903 0.323
10 H -0.553 2.335 0.263
11 H 2.587 -0.585 -0.736
12 H 2.087 -0.129 1.108



Model iii:
This record from OMol25 describes C3H5NO3 in the gas phase. The level of theory is ωB97M-V/def2-TZVPD.

Output
molar mass: 103.1 g mol⁻¹
SMILES: O=C1OCCN1O
LUMO level: 0.780 eV

Positions of all 12 atoms, in Å:
1 O -0.883 2.170 0.104
2 O 0.818 1.063 1.376
3 O -1.295 0.113 -0.790
4 N 0.627 0.563 0.098
5 C 0.642 -0.843 0.077
6 C -0.623 1.051 -0.144
7 C -0.574 -0.945 -0.761
8 H 0.622 -0.881 1.238
9 H 0.470 1.876 1.266
10 H 1.460 -1.376 -0.508
11 H -0.104 -1.106 -1.728
12 H -1.159 -1.686 -0.228



Which one sits at the bottom of the stability order? model iii does.



Model i:
This record from OMol25 describes CH3N2PS in the gas phase. The level of theory is ωB97M-V/def2-TZVPD.

Output
molar mass: 106.1 g mol⁻¹
SMILES: C1N=NPS1
LUMO level: -0.004 eV

Positions of all 8 atoms, in Å:
1 S -0.245 -1.189 -1.090
2 P -2.255 -0.268 -0.135
3 N -1.308 1.000 0.515
4 N -0.125 1.137 0.434
5 C 0.592 0.261 -0.338
6 H 1.553 -0.090 0.165
7 H 1.000 0.940 -1.032
8 H -2.024 -1.093 1.137



Model ii:
This record from OMol25 describes a molecular structure, CH3N2PS. The level of theory is ωB97M-V/def2-TZVPD.

Output
molar mass: 106.1 g mol⁻¹
LUMO level: -2.143 eV

Positions of all 8 atoms, in Å:
1 S 2.030 1.093 -0.654
2 P 0.594 0.619 0.833
3 N -0.702 -0.169 0.067
4 N 4.134 -1.433 0.510
5 C 3.412 -0.623 0.109
6 H -0.747 -1.221 0.000
7 H -0.229 1.902 0.752
8 H -1.099 0.398 -0.718



Which one sits at the bottom of the stability order? model ii does.



Model i:
This record from OMol25 describes 2 unconnected molecules or ions with the total composition CH3N2PS. The level of theory is ωB97M-V/def2-TZVPD.

Output
molar mass: 106.1 g mol⁻¹
SMILES: [H]/N=P\S.C#N
LUMO level: 0.144 eV

Positions of all 8 atoms, in Å:
1 S 1.341 1.699 -0.720
2 P 0.029 0.925 0.802
3 N -1.114 -0.968 -1.183
4 N 0.818 0.371 1.995
5 C -1.324 -2.076 -1.198
6 H 0.377 2.442 -1.001
7 H 1.745 0.625 2.314
8 H -1.872 -3.017 -1.010



Model ii:
This record from OMol25 describes CH3N2PS in the gas phase. The level of theory is ωB97M-V/def2-TZVPD.

Output
molar mass: 106.1 g mol⁻¹
SMILES: N#C[P@H](N)=S
LUMO level: 0.295 eV

Positions of all 8 atoms, in Å:
1 S -1.861 2.227 0.408
2 P -1.233 0.392 0.193
3 N 0.433 0.171 0.501
4 N -2.493 -1.260 2.134
5 C -1.949 -0.696 1.345
6 H 0.736 -0.775 0.152
7 H 0.963 0.752 1.170
8 H -1.467 -0.304 -0.912



Which one sits at the bottom of the stability order? model i does.